The following is a quantum chemistry calculation of the molecule C4H4N2O2 in a non-equilibrium geometry, from the Open Molecules 2025 dataset.

Geometry as XYZ:
```
12
Properties=species:S:1:pos:R:3
H -1.70 2.28 -1.75
N -0.70 2.11 -1.46
C -0.69 0.76 -0.96
N -1.88 0.09 -0.45
O 0.57 0.35 -0.31
C 0.61 -0.68 0.56
O -0.28 -1.55 0.80
C 1.78 -0.89 1.38
C 3.02 -0.84 1.48
H -1.99 -1.04 -0.38
H -2.83 0.38 -0.62
H 4.11 -0.97 1.70
```

Calculated values
Structure (SMILES) = [H]/N=C(\N)OC(=O)C#C
Gap between HOMO and LUMO = 9.476 eV
Calculated total energy = -11283.14994 eV


The following is a quantum chemistry calculation of a 6-piece molecular cluster, C9H14N6O14 overall in a non-equilibrium geometry, from the Open Molecules 2025 dataset.

Geometry as XYZ:
```
43
Properties=species:S:1:pos:R:3
N -5.12 6.41 1.45
O -4.31 6.25 2.32
O -4.99 7.33 0.71
O -5.92 5.55 1.28
N 0.23 2.32 3.39
O 0.27 1.11 3.07
O 0.98 3.15 2.77
O -0.42 2.74 4.35
C -5.21 -0.25 2.66
N -6.54 -0.16 2.20
O -7.35 0.17 3.11
O -6.81 -0.34 1.01
H -4.90 -1.25 2.95
H -5.17 0.37 3.55
H -4.66 -0.02 1.74
C 5.27 3.10 -1.21
N 6.54 3.19 -2.02
O 6.48 3.14 -3.27
O 7.51 3.58 -1.41
H 5.32 3.99 -0.58
H 5.39 2.17 -0.66
H 4.48 3.16 -1.96
C -2.09 3.26 -2.09
N -2.52 3.93 -3.30
O -2.71 3.21 -4.27
O -2.64 5.13 -3.19
H -1.67 2.32 -2.47
H -3.07 3.24 -1.62
H -1.32 3.83 -1.58
C 1.94 -6.68 1.09
C 2.39 -7.45 -0.02
C 2.94 -6.70 -1.10
C 2.85 -5.33 -1.22
C 2.33 -4.68 -0.09
C 1.86 -5.34 1.04
N 3.20 -4.59 -2.41
O 2.80 -3.41 -2.49
O 3.73 -5.13 -3.34
H 1.45 -7.20 1.89
H 2.31 -8.52 -0.10
H 3.36 -7.31 -1.88
H 2.30 -3.60 -0.10
H 1.51 -4.68 1.82
```

Calculated values
Total charge = -2
Gap between HOMO and LUMO = 3.436 eV
Calculated total energy = -47147.13214 eV


The following is a quantum chemistry calculation of a 2-piece molecular cluster, C4H7NO overall in a non-equilibrium geometry, from the Open Molecules 2025 dataset.

Geometry as XYZ:
```
13
Properties=species:S:1:pos:R:3
C -1.47 0.27 -0.80
C 0.32 -0.23 1.12
C -2.37 -0.79 -0.48
C 2.41 0.51 0.17
N -0.84 1.17 -1.11
O 1.25 -0.34 0.34
H 0.29 0.81 1.81
H -1.87 -1.81 -0.32
H -3.05 -1.00 -1.43
H -2.88 -0.62 0.51
H 2.28 1.64 0.25
H 2.78 0.33 -0.82
H 3.14 0.07 0.76
```

Calculated values
Gap between HOMO and LUMO = 8.912 eV
Calculated total energy = -7794.33517 eV


The following is a quantum chemistry calculation of the molecule C4H7NO, from the Open Molecules 2025 dataset.

Geometry as XYZ:
```
13
Properties=species:S:1:pos:R:3
C -0.09 0.18 -1.61
C -0.29 0.31 -0.30
C -1.55 -0.15 0.41
N 0.62 1.01 0.52
C 1.61 0.36 0.98
O 1.85 -0.94 0.75
H 0.85 0.48 -2.06
H -0.89 -0.11 -2.28
H -1.31 -0.54 1.41
H -2.07 -0.92 -0.15
H -2.21 0.71 0.55
H 2.35 0.83 1.63
H 1.14 -1.22 0.14
```

Calculated values
Structure (SMILES) = C=C(C)/N=C\O
Gap between HOMO and LUMO = 10.095 eV
Calculated total energy = -7798.17385 eV


The following is a quantum chemistry calculation of the molecule C2H3NO in a non-equilibrium geometry, from the Open Molecules 2025 dataset.

Geometry as XYZ:
```
7
Properties=species:S:1:pos:R:3
C -0.36 -0.11 0.01
N -0.09 -1.21 0.97
C -0.68 -1.92 1.70
O -1.07 -2.75 2.45
H -0.47 0.80 0.54
H -1.33 -0.19 -0.33
H 0.33 -0.15 -0.78
```

Calculated values
Structure (SMILES) = CN=C=O
Gap between HOMO and LUMO = 11.071 eV
Calculated total energy = -5659.68361 eV


The following is a quantum chemistry calculation of a 2-piece molecular cluster, C5H14 overall in a non-equilibrium geometry, from the Open Molecules 2025 dataset.

Geometry as XYZ:
```
19
Properties=species:S:1:pos:R:3
C -2.05 0.81 1.75
C -0.94 0.79 0.79
C -1.17 2.01 -0.22
H -3.02 0.75 1.28
H -2.10 1.76 2.22
H -2.05 -0.12 2.36
H 0.07 0.75 1.21
H -0.96 -0.12 0.11
H -0.22 2.35 -0.80
H -1.83 1.67 -0.99
H -1.60 2.91 0.16
C 2.32 -1.08 -1.37
C 1.81 -2.42 -0.82
H 1.57 -0.71 -2.17
H 2.33 -0.39 -0.53
H 3.18 -1.18 -1.95
H 0.76 -2.26 -0.35
H 1.76 -3.31 -1.41
H 2.33 -2.68 0.13
```

Calculated values
Structure (SMILES) = CCC.CC
Gap between HOMO and LUMO = 12.273 eV
Calculated total energy = -5411.02807 eV